Record 1
167
Properties=species:S:1:pos:R:3:mulliken_charge:R:1 method="wB97M-V/def2-TZVPD" charge=-1 de_lowest_kcal_mol=1634.7 energy_ev=-143134.9646 homo_energy_ev=-4.637
As -1.026 0.175 0.606 4.45
F -2.243 0.747 1.849 -1.95
F 0.292 0.551 1.791 -0.89
F 0.104 -0.472 -0.632 0.78
F -2.484 -0.236 -0.394 0.49
F -0.976 1.798 -0.076 -0.57
F -1.126 -1.489 1.275 -0.17
C 4.154 4.152 -0.158 -1.86
C 2.953 3.189 -0.110 1.03
N 3.233 1.941 0.645 0.13
C 4.205 1.022 0.051 -1.25
C 3.846 0.550 -1.319 -1.18
C 1.989 1.261 1.095 0.76
C 2.298 0.257 2.264 -1.97
H 3.980 4.971 -0.857 0.40
H 5.049 3.635 -0.504 0.37
H 4.490 4.505 0.817 0.36
H 2.187 3.671 0.499 0.29
H 2.537 2.967 -1.092 -1.02
H 5.149 1.554 -0.066 0.37
H 4.438 0.156 0.670 0.63
H 3.687 1.334 -2.058 0.54
H 4.588 -0.080 -1.810 0.54
H 2.930 -0.035 -1.239 -0.56
H 1.450 0.893 0.222 0.32
H 1.317 2.037 1.462 -0.51
H 2.992 0.543 3.054 0.58
H 2.736 -0.676 1.911 -0.32
H 1.404 -0.004 2.832 0.21
C -1.284 -1.081 -2.511 1.39
C -2.365 -0.376 -3.314 -1.84
N -3.128 0.656 -2.570 0.69
C -2.244 1.655 -1.928 0.30
C -1.591 2.667 -2.870 0.56
C -4.161 1.218 -3.481 -0.49
C -5.129 2.243 -2.800 -1.11
H -0.359 -0.519 -2.383 -0.42
H -1.002 -2.013 -3.001 0.90
H -1.606 -1.426 -1.529 -1.42
H -1.858 0.067 -4.171 0.28
H -3.063 -1.136 -3.663 0.83
H -2.885 2.177 -1.218 -0.69
H -1.520 1.237 -1.229 -0.93
H -1.079 2.166 -3.692 -0.02
H -2.308 3.363 -3.306 0.44
H -0.881 3.296 -2.332 0.18
H -4.638 0.338 -3.913 0.53
H -3.774 1.721 -4.367 0.31
H -5.544 1.716 -1.941 0.10
H -5.995 2.526 -3.398 0.55
H -4.621 3.164 -2.512 0.10
C -0.665 5.020 -3.609 -1.09
C 0.672 4.438 -3.887 -0.65
N 0.566 3.017 -3.448 0.57
C 1.014 2.919 -2.047 -1.27
C 0.783 1.585 -1.380 0.44
C 1.298 2.102 -4.347 -0.02
C 0.770 2.051 -5.805 -1.59
H -1.048 5.026 -2.588 0.78
H -1.479 4.582 -4.187 0.19
H -0.651 6.076 -3.880 0.49
H 0.868 4.483 -4.959 0.50
H 1.461 4.986 -3.371 0.20
H 0.585 3.714 -1.436 1.41
H 2.086 3.105 -1.986 0.91
H -0.243 1.232 -1.480 0.22
H 0.893 1.599 -0.296 0.83
H 1.424 0.773 -1.725 0.46
H 2.345 2.395 -4.412 0.39
H 1.368 1.098 -3.929 -0.13
H 1.029 2.907 -6.427 0.37
H 1.226 1.192 -6.297 0.49
H -0.305 1.867 -5.817 0.26
C 1.610 -6.840 2.942 -1.56
C 1.442 -5.403 2.444 0.09
N 1.037 -4.516 3.539 0.34
C 1.987 -4.396 4.640 0.01
C 1.257 -3.947 5.913 -1.31
C 0.579 -3.232 2.961 -1.00
C -0.616 -3.356 2.059 -0.92
H 2.487 -7.062 3.550 0.41
H 1.705 -7.562 2.130 0.42
H 0.714 -7.062 3.521 0.35
H 2.366 -5.002 2.027 0.10
H 0.721 -5.424 1.626 0.08
H 2.379 -5.373 4.923 0.35
H 2.834 -3.771 4.358 0.17
H 0.333 -4.505 6.063 0.33
H 1.809 -4.024 6.849 0.44
H 0.907 -2.920 5.818 0.17
H 1.437 -2.827 2.425 -0.05
H 0.350 -2.431 3.664 0.24
H -1.435 -3.851 2.580 -0.02
H -0.426 -3.841 1.101 0.59
H -0.914 -2.346 1.780 -1.12
C 0.944 -2.351 -2.919 -1.37
C 2.327 -2.122 -2.294 0.29
N 2.363 -2.401 -0.827 0.23
C 1.403 -1.539 -0.085 1.95
C 1.088 -2.076 1.292 -1.12
C 3.739 -2.254 -0.259 1.38
C 4.714 -3.369 -0.730 -2.08
H 1.173 -2.543 -3.968 0.46
H 0.221 -1.543 -2.809 -0.32
H 0.473 -3.241 -2.503 0.44
H 2.988 -2.852 -2.761 0.66
H 2.698 -1.124 -2.524 -0.12
H 1.856 -0.550 -0.006 0.44
H 0.458 -1.429 -0.618 -0.49
H 0.472 -1.353 1.827 1.04
H 0.422 -2.940 1.300 -0.69
H 1.945 -2.292 1.930 0.39
H 3.745 -2.317 0.829 -0.03
H 4.171 -1.308 -0.585 -0.91
H 5.695 -3.317 -0.258 0.44
H 4.958 -3.257 -1.787 0.40
H 4.270 -4.354 -0.591 0.41
C 0.246 3.514 1.229 0.41
C -0.833 4.254 0.520 -1.43
O -1.491 5.138 1.037 -0.66
C -1.221 3.797 -0.873 1.30
H 1.166 3.718 0.683 -0.57
H 0.094 2.437 1.293 -0.63
H 0.352 3.771 2.283 0.79
H -1.069 4.608 -1.585 -0.76
H -2.258 3.502 -1.031 0.11
H -0.579 2.938 -1.068 -2.66
C -2.395 -4.496 -1.296 -2.04
C -2.150 -3.055 -0.944 1.26
O -3.011 -2.178 -1.080 -0.39
C -0.744 -2.666 -0.440 1.05
H -2.591 -4.602 -2.363 0.48
H -3.211 -4.843 -0.662 0.36
H -1.509 -5.119 -1.178 0.35
H -0.045 -2.893 -1.245 0.32
H -0.407 -3.028 0.531 0.62
H -0.650 -1.581 -0.491 -1.71
C 1.222 2.012 4.001 -0.52
C -0.051 1.445 4.560 -0.31
O -0.502 1.818 5.653 -0.69
C -0.811 0.383 3.785 0.83
H 1.502 1.472 3.096 0.36
H 1.984 1.825 4.758 0.41
H 1.179 3.060 3.705 0.21
H -1.493 -0.271 4.329 0.86
H -0.028 -0.176 3.273 -0.54
H -1.401 0.871 3.009 -1.00
C -4.465 1.343 2.048 -1.24
C -3.867 1.810 0.718 1.20
O -3.960 1.119 -0.260 -0.74
C -3.253 3.194 0.666 -0.37
H -4.962 2.176 2.546 0.42
H -3.634 0.928 2.617 0.25
H -5.241 0.596 1.879 0.30
H -3.851 3.932 1.201 0.61
H -2.980 3.424 -0.364 -0.36
H -2.325 3.259 1.234 -0.19
C -2.668 -2.686 2.105 -0.76
C -3.618 -1.554 1.865 0.46
O -4.077 -1.281 0.759 -0.60
C -3.756 -0.569 3.055 -0.85
H -2.186 -3.065 1.204 0.44
H -3.120 -3.495 2.679 0.62
H -1.822 -2.362 2.710 0.07
H -4.027 -1.112 3.960 0.56
H -4.470 0.216 2.807 0.12
H -2.815 -0.049 3.232 -0.23

***

Record 2
12
Properties=species:S:1:pos:R:3:mulliken_charge:R:1 method="wB97M-V/def2-TZVPD" charge=+3 de_lowest_kcal_mol=0.0 energy_ev=-13906.4508 homo_energy_ev="-25.786 / -25.272" multiplicity=6
C 1.107 -0.493 -0.150 0.89
O 2.187 -0.301 0.421 -0.61
O 0.414 0.500 -0.613 -0.32
C -1.009 0.379 -0.663 -0.33
O -0.934 1.050 1.616 0.01
C -1.615 0.826 0.641 0.32
Ru 3.222 1.041 1.121 1.71
H -2.720 0.751 0.686 0.44
H -1.345 1.025 -1.482 0.39
O 0.682 -1.693 -0.517 -0.34
H 1.274 -2.389 -0.197 0.41
H -1.264 -0.697 -0.865 0.44

***

Record 3
10
Properties=species:S:1:pos:R:3:mulliken_charge:R:1 method="wB97M-V/def2-TZVPD" charge=0 de_lowest_kcal_mol=0.0 energy_ev=-21930.1891 homo_energy_ev=-10.149
N 1.538 -0.234 -0.491 -0.38
C 0.585 0.365 0.214 0.23
O 0.603 1.442 0.756 -0.56
C -0.837 -0.453 0.393 0.72
F -0.865 -1.232 1.454 -0.21
F -0.785 -1.468 -0.611 -0.30
S -2.274 0.663 0.209 -0.17
H 1.366 -1.140 -0.928 0.25
H 2.324 0.370 -0.854 0.28
H -1.655 1.689 -0.142 0.14

***

Record 4
12
Properties=species:S:1:pos:R:3:mulliken_charge:R:1 method="wB97M-V/def2-TZVPD" charge=0 de_lowest_kcal_mol=47.1 energy_ev=-8450.2939 homo_energy_ev=-9.550
C -2.217 -1.121 0.190 -0.78
C -1.579 -0.034 -0.120 0.56
F -2.045 1.173 -0.488 -0.23
C 0.032 -0.219 -0.189 -0.16
N 0.748 0.837 -0.052 -0.34
C 2.120 0.933 0.070 -0.73
H -3.256 -1.001 0.362 0.31
H -1.725 -2.069 0.035 0.25
H 0.263 -1.252 -0.236 0.28
H 2.340 1.143 1.107 0.29
H 2.505 1.573 -0.667 0.28
H 2.816 0.037 -0.011 0.29

***

Record 5
13
Properties=species:S:1:pos:R:3:mulliken_charge:R:1 method="wB97M-V/def2-TZVPD" charge=+2 energy_ev=-12983.0870 homo_energy_ev=-17.349
Hf -26.568 -1.743 -9.374 1.88
F -28.234 -2.281 -9.470 -0.34
F -27.332 -1.340 -7.898 -0.19
C -30.504 -0.550 -7.996 -0.17
C -30.284 -0.896 -9.558 -0.36
O -29.536 0.056 -10.186 -0.23
O -29.426 -0.962 -7.264 -0.38
H -31.297 -1.212 -7.648 0.32
H -30.682 0.488 -7.714 0.32
H -31.264 -0.762 -10.017 0.36
H -29.914 -1.899 -9.770 0.37
H -28.611 -0.197 -10.145 0.07
H -28.969 -1.788 -7.441 0.35

***

Record 6
25
Properties=species:S:1:pos:R:3:mulliken_charge:R:1 method="wB97M-V/def2-TZVPD" charge=0 energy_ev=-30766.8017 homo_energy_ev=-9.057
C -3.376 2.629 1.766 -0.84
C -1.765 2.839 1.984 -0.47
N -1.033 1.650 2.566 0.13
F -1.501 1.389 3.810 -0.14
S -1.101 0.237 1.543 1.12
O -1.894 -0.876 2.324 -0.54
O -1.626 0.484 0.109 -0.49
F 0.510 -0.409 1.355 -0.26
H -3.943 2.294 2.754 0.27
H -3.663 1.935 0.854 0.28
H -3.828 3.700 1.494 0.32
H -1.293 3.255 0.991 0.28
H -1.651 3.719 2.783 0.33
C 0.938 -1.405 -1.649 -0.54
N 2.277 -1.882 -1.923 0.16
C 2.545 -2.524 -3.193 -0.97
C 3.303 -1.745 -1.012 0.09
O 4.455 -2.124 -1.178 -0.59
H 0.245 -2.251 -1.694 0.35
H 0.665 -0.665 -2.407 0.34
H 0.878 -0.945 -0.660 -0.09
H 2.906 -3.540 -3.010 0.29
H 3.323 -1.963 -3.718 0.29
H 1.640 -2.560 -3.806 0.38
H 2.989 -1.243 -0.081 0.28